Entry from the OMol25 dataset: a structure of composition C26H32AuNO3SSb at a distorted geometry (the ωB97M-V functional and the def2-TZVPD basis).

Total energy in Eh: -2064.4721

The geometry in ORCA input format:
```
! wB97M-V def2-TZVPD RIJCOSX def2/J DEFGRID3
* xyz -1 1
Au -1.7434 3.6742 18.9145
O -2.7005 7.1809 18.2724
C -1.9445 6.5081 17.4517
N -1.4225 5.2821 17.5696
S -0.6231 4.6970 16.2381
O -1.4683 3.7236 15.5696
O 0.7294 4.4340 16.6473
C -0.7339 6.2365 15.4494
C -0.2453 6.3982 14.2046
C -0.5108 7.5586 13.5111
C -1.2061 8.5764 14.2110
C -1.8416 8.2704 15.4636
C -1.5854 7.0752 16.1233
H 0.4078 5.6149 13.8168
H -0.4545 7.5698 12.4285
H -1.3682 9.5608 13.8490
H -2.4309 9.0273 15.9910
C -4.4956 -1.1658 20.2060
C -3.8273 -0.6700 19.0840
C -3.1701 0.5445 19.1208
C -3.0684 1.2606 20.3694
C -2.3910 2.4872 20.4471
C -2.2843 3.1061 21.6859
C -2.9782 2.6564 22.7776
C -3.5540 1.4031 22.7725
C -3.7141 0.7285 21.5364
C -4.4794 -0.4993 21.4045
H -5.0938 -2.0682 20.1567
H -3.9176 -1.2411 18.1571
H -2.8393 1.0237 18.2055
H -1.6889 3.9729 21.8818
H -2.8478 3.1560 23.7305
H -4.0485 1.0114 23.6664
H -5.0417 -0.8819 22.2524
C -4.0844 9.4257 20.5733
C -4.9661 8.8482 19.5035
C -6.4398 9.1943 19.7389
Sb -4.5692 6.6794 19.5399
C -5.7045 5.6522 21.3424
C -5.3017 6.5353 22.4704
C -7.1933 5.5320 21.1806
C -5.9720 6.4003 17.7532
C -5.6425 4.9538 17.3291
C -5.9542 7.4794 16.7172
H -4.2631 10.5256 20.7655
H -3.0310 9.3071 20.3455
H -4.3271 9.0705 21.6020
H -4.6712 9.1657 18.4743
H -6.9118 8.7978 20.6433
H -7.1050 8.7234 18.9965
H -6.5939 10.2166 19.7542
H -5.1227 4.7954 21.3055
H -6.0649 7.2734 22.6693
H -4.3074 7.1101 22.3877
H -5.1234 5.9039 23.3890
H -7.5634 6.5143 20.9633
H -7.5993 5.1384 22.1347
H -7.4644 4.8269 20.3639
H -6.9758 6.4699 18.2176
H -4.5394 4.7807 17.1015
H -6.1358 4.7914 16.4091
H -6.0661 4.2379 18.0734
H -4.9710 7.8666 16.4315
H -6.6593 8.3407 16.8617
H -6.2718 7.0101 15.7782
*
```

Entry from the OMol25 dataset: the ion C4H9N2 with charge +1 at a distorted geometry (the ωB97M-V functional and the def2-TZVPD basis).

Energy relative to the best compared isomer or geometry (same formula, charge and spin) in kJ/mol: 292.8
SMILES: C1[NH2+]CN2C[C@@H]12

The geometry in ORCA input format:
```
! wB97M-V def2-TZVPD RIJCOSX def2/J DEFGRID3
* xyz 1 1
C 1.6199 -0.0809 0.6800
C -0.7256 -1.1161 -0.3601
C -0.2697 1.2403 -0.3497
C 0.7943 -0.8312 -0.4211
N 0.9745 0.5869 -0.4404
N -1.2438 0.1963 0.2477
H 1.3651 -0.1588 1.6925
H 2.7347 -0.0428 0.6365
H -1.2227 -1.2105 -1.2835
H -1.0195 -1.8342 0.3950
H -0.3413 2.0326 0.3482
H -0.5926 1.8118 -1.2928
H 1.2415 -1.4348 -1.1751
H -2.1823 0.6281 0.0980
H -1.1325 0.2133 1.2246
*
```

Entry from the OMol25 dataset: a cluster of 2 separate species, Cl3H3Si2 in total at a distorted geometry (the ωB97M-V functional and the def2-TZVPD basis).

Energy relative to the best compared isomer or geometry (same formula, charge and spin) in kJ/mol: 186.2

The geometry in ORCA input format:
```
! wB97M-V def2-TZVPD RIJCOSX def2/J DEFGRID3
* xyz 0 1
Si -0.4782 0.0351 1.6668
Si 0.5285 -0.1241 -1.3869
Cl -2.4433 0.6997 1.4270
Cl 2.4937 -0.3670 -1.7721
Cl -0.1335 1.4561 -2.4292
H 0.5742 0.7602 2.2264
H -0.4876 -1.2179 2.5122
H -0.0538 -1.2420 -2.2442
*
```

Entry from the OMol25 dataset: a cluster of 4 separate species, C20H42FN2O6 in total (the ωB97M-V functional and the def2-TZVPD basis).

Energy relative to the best compared isomer or geometry (same formula, charge and spin) in kJ/mol: 0.0

The geometry in ORCA input format:
```
! wB97M-V def2-TZVPD RIJCOSX def2/J DEFGRID3
* xyz 1 1
C 2.3859 2.9185 0.8938
C 2.6912 1.4460 1.2115
N 1.5359 0.5293 1.2049
C 0.7214 0.4966 0.0113
C 1.5091 0.2950 -1.2972
C 0.8083 0.9029 -2.5103
O 0.4465 2.2287 -2.1510
O 0.6797 3.1035 -3.2566
O 1.7431 -1.0575 -1.6223
C 1.8042 -1.9364 -0.4995
C 2.2435 -3.3007 -0.9919
C 0.4133 -2.0301 0.0975
N -0.2482 -0.6536 0.2248
C -1.5324 -0.4999 -0.5544
C -2.7203 -0.5214 0.3816
C -4.0282 -0.2599 -0.3223
F -2.7274 -1.7869 0.9805
H 2.6688 3.5656 1.7248
H 1.3213 3.0786 0.7086
H 2.9195 3.2736 0.0103
H 3.4402 1.0454 0.5273
H 3.1291 1.3421 2.2047
H 0.9340 0.7856 1.9835
H 0.1000 1.3894 -0.1168
H 2.4521 0.8356 -1.1674
H 1.4947 0.8942 -3.3559
H -0.0774 0.3254 -2.7969
H 1.5322 3.4994 -2.9815
H 2.5059 -1.5479 0.2394
H 1.7774 -3.5088 -1.9571
H 3.3253 -3.3353 -1.1136
H 1.9616 -4.0739 -0.2767
H 0.4627 -2.4799 1.0868
H -0.2361 -2.6309 -0.5370
H -0.5052 -0.5867 1.2093
H -1.5913 -1.3299 -1.2566
H -1.5042 0.4339 -1.1129
H -2.5673 0.1944 1.1995
H -4.2714 -1.0832 -0.9957
H -3.9776 0.6731 -0.8856
H -4.8306 -0.1613 0.4076
C 3.9525 -3.4456 4.1218
C 2.6559 -3.0224 3.4882
O 2.4775 -3.0966 2.2908
C 1.5886 -2.5043 4.4186
H 4.6436 -3.8007 3.3626
H 4.3943 -2.6078 4.6650
H 3.7686 -4.2344 4.8536
H 1.9610 -1.6378 4.9683
H 1.3376 -3.2645 5.1603
H 0.6939 -2.2363 3.8607
C -6.0715 -3.1539 0.9991
C -7.2794 -3.1224 0.0897
O -7.1626 -3.2830 -1.1019
C -8.6151 -2.8684 0.7396
H -5.1844 -3.3577 0.4044
H -5.9677 -2.1945 1.5107
H -6.1812 -3.9184 1.7698
H -8.6001 -1.9125 1.2671
H -8.8218 -3.6394 1.4844
H -9.3994 -2.8629 -0.0123
C 2.4743 5.4554 -4.3649
C 3.0228 5.4530 -2.9667
O 3.0521 4.4070 -2.3415
C 3.4565 6.7572 -2.3671
H 2.2727 4.4232 -4.6407
H 1.5419 6.0242 -4.3926
H 3.1238 5.9030 -5.1172
H 2.6208 7.4594 -2.3780
H 4.2506 7.1997 -2.9711
H 3.8050 6.6089 -1.3487
*
```

Entry from the OMol25 dataset: a cluster of 2 separate species, C4H12N4 in total at a distorted geometry (the ωB97M-V functional and the def2-TZVPD basis).

Energy relative to the best compared isomer or geometry (same formula, charge and spin) in kJ/mol: 181.4

The geometry in ORCA input format:
```
! wB97M-V def2-TZVPD RIJCOSX def2/J DEFGRID3
* xyz 2 1
C 1.2090 -0.7738 -0.2941
C 2.6060 -0.0963 1.4874
C -2.9668 0.1663 -0.1366
C 2.4384 1.1643 -0.5596
N 2.1291 0.0883 0.3329
N -3.0417 0.9966 0.8560
N 1.6408 -1.6424 -1.1186
N -3.9495 -0.6376 -0.4473
H 3.2060 0.7416 2.0125
H 2.2903 -0.9250 2.1694
H -1.9767 -0.0750 -0.4431
H 1.4694 1.5527 -1.0179
H 3.0422 1.9532 0.1577
H 3.2246 0.7942 -1.2393
H -3.9252 1.3369 1.3229
H -2.2228 1.5165 1.1495
H 0.9180 -2.3762 -1.5392
H 2.6564 -1.7763 -1.2845
H -4.8462 -0.7873 -0.0429
H -3.9013 -1.2205 -1.3651
*
```

What did the fifth record say?
Entry from the OMol25 dataset: a cluster of 2 separate species, C4H12N4 in total at a distorted geometry (the ωB97M-V functional and the def2-TZVPD basis).

Energy relative to the best compared isomer or geometry (same formula, charge and spin) in kJ/mol: 181.4

The geometry in ORCA input format:
```
! wB97M-V def2-TZVPD RIJCOSX def2/J DEFGRID3
* xyz 2 1
C 1.2090 -0.7738 -0.2941
C 2.6060 -0.0963 1.4874
C -2.9668 0.1663 -0.1366
C 2.4384 1.1643 -0.5596
N 2.1291 0.0883 0.3329
N -3.0417 0.9966 0.8560
N 1.6408 -1.6424 -1.1186
N -3.9495 -0.6376 -0.4473
H 3.2060 0.7416 2.0125
H 2.2903 -0.9250 2.1694
H -1.9767 -0.0750 -0.4431
H 1.4694 1.5527 -1.0179
H 3.0422 1.9532 0.1577
H 3.2246 0.7942 -1.2393
H -3.9252 1.3369 1.3229
H -2.2228 1.5165 1.1495
H 0.9180 -2.3762 -1.5392
H 2.6564 -1.7763 -1.2845
H -4.8462 -0.7873 -0.0429
H -3.9013 -1.2205 -1.3651
*
```